[1]
An isolated ion of composition C4H11NS and charge +1, computed with ωB97M-V/def2-TZVPD.

Calculated values
Energy relative to the best compared isomer or geometry (same formula, charge and spin): 50.0 kcal/mol
Net charge: +1
Gap between HOMO and LUMO (spin up / spin down): 7.9 / 3.1 eV
2S+1: 2
Expectation value of S²: 0.75
Calculated total energy: -16641.0858 eV

CARTESIAN COORDINATES (ANGSTROEM)
1 C -0.222 -1.331 0.036
2 C -0.713 -0.030 -0.386
3 C 0.124 1.222 0.080
4 S -0.433 2.021 1.760
5 C 1.040 -1.752 -0.810
6 N 0.674 -2.294 -2.143
7 H 0.043 -1.372 1.110
8 H -0.929 -2.085 -0.280
9 H -0.777 0.080 -1.455
10 H -1.767 0.199 -0.025
11 H 1.253 0.984 0.337
12 H -0.006 1.939 -0.679
13 H -1.157 3.012 1.159
14 H 1.936 -0.983 -1.077
15 H 1.444 -2.597 -0.362
16 H 1.095 -1.993 -2.966
17 H -0.296 -2.105 -2.451

=====

[2]
C10H17N10OSW as an isolated structure, computed with ωB97M-V/def2-TZVPD.

Calculated values
Net charge: +3
Gap between HOMO and LUMO (spin up / spin down): 6.8 / 5.9 eV
2S+1: 3
Expectation value of S²: 2.02
Calculated total energy: -40220.8615 eV

CARTESIAN COORDINATES (ANGSTROEM)
1 W 0.289 0.968 0.591
2 N 0.793 1.714 2.726
3 N 2.171 1.888 2.979
4 C 3.105 1.496 2.105
5 N 4.368 1.685 2.371
6 S 2.675 0.688 0.623
7 H 0.352 2.637 2.773
8 H 0.400 1.162 3.493
9 H 2.417 2.366 3.839
10 H 4.697 2.121 3.226
11 H 5.085 1.402 1.713
12 C -0.054 -1.542 -1.881
13 N -0.901 -2.666 -1.703
14 C -2.325 -2.293 -1.749
15 N -2.648 -1.409 -0.602
16 C -1.858 -0.243 -0.724
17 N -0.348 -0.564 -0.673
18 C -0.071 -1.407 0.548
19 N -0.936 -2.499 0.717
20 C -0.632 -3.387 -0.464
21 C -2.357 -2.095 0.656
22 H -0.277 -0.994 -2.792
23 H 1.001 -1.807 -1.842
24 H -2.938 -3.188 -1.686
25 H -2.550 -1.783 -2.684
26 H -2.092 0.458 0.116
27 H -2.044 0.267 -1.667
28 H -0.221 -0.685 1.465
29 H 0.961 -1.750 0.529
30 H -1.276 -4.260 -0.391
31 H 0.406 -3.715 -0.420
32 H -2.590 -1.441 1.499
33 H -2.973 -2.986 0.743
34 O 0.526 2.981 0.366
35 N 0.215 2.423 -0.803
36 C 0.043 3.006 -1.936
37 C 0.196 4.411 -2.077
38 N 0.331 5.551 -2.165
39 C -0.319 2.140 -3.022
40 N -0.622 1.349 -3.798

=====

[3]
C3H6O5S2 as an isolated structure, computed with ωB97M-V/def2-TZVPD.

Calculated values
Energy relative to the best compared isomer or geometry (same formula, charge and spin): 0.0 kcal/mol
Gap between HOMO and LUMO: 10.8 eV
Calculated total energy: -35114.5126 eV

CARTESIAN COORDINATES (ANGSTROEM)
1 C -0.792 4.782 0.449
2 C -0.483 0.464 2.123
3 C 0.777 -0.413 -2.274
4 O -1.057 4.819 -0.648
5 O -1.452 2.161 0.328
6 O -2.877 0.280 1.032
7 O 1.314 1.057 -0.184
8 O -0.934 -0.053 -0.447
9 S -1.581 0.793 0.750
10 S 0.256 0.955 -1.156
11 H -0.256 -0.595 2.116
12 H 0.414 1.060 1.986
13 H -1.012 0.734 3.029
14 H -0.008 -0.562 -3.007
15 H 1.700 -0.122 -2.761
16 H 0.927 -1.314 -1.693

=====

[4]
C23H21BF8N4O3PtS as an isolated structure, computed with ωB97M-V/def2-TZVPD.

Calculated values
Gap between HOMO and LUMO (spin up / spin down): 6.3 / 6.9 eV
2S+1: 3
Expectation value of S²: 2.01
Calculated total energy: -72798.1409 eV

CARTESIAN COORDINATES (ANGSTROEM)
1 Pt -3.037 1.882 -0.203
2 F 3.074 2.349 -2.223
3 C 2.562 1.841 -1.076
4 C 1.398 2.328 -0.571
5 C 0.899 1.816 0.637
6 C -0.481 2.062 0.991
7 O -1.186 2.763 0.199
8 C -0.940 1.472 2.197
9 C -0.056 0.755 2.949
10 N 1.201 0.451 2.583
11 C 2.039 -0.338 3.460
12 C 1.439 -1.462 4.244
13 C 2.388 -1.761 3.121
14 C 1.675 0.909 1.368
15 C 2.832 0.377 0.795
16 C 3.219 0.751 -0.477
17 N 4.073 -0.055 -1.213
18 C 5.119 -0.821 -0.604
19 C 4.741 -2.320 -0.703
20 N 3.713 -2.459 -1.776
21 C 4.116 -1.685 -2.993
22 C 3.974 -0.185 -2.648
23 C -2.356 1.523 2.752
24 O -2.479 1.419 3.963
25 O -3.323 1.594 1.915
26 H 0.826 3.073 -1.106
27 H -0.385 0.389 3.912
28 H 2.799 0.255 3.953
29 H 0.400 -1.701 4.064
30 H 1.767 -1.578 5.266
31 H 1.938 -2.169 2.228
32 H 3.392 -2.086 3.362
33 H 3.319 -0.459 1.272
34 H 5.222 -0.548 0.443
35 H 6.080 -0.631 -1.092
36 H 4.292 -2.687 0.219
37 H 5.589 -2.952 -0.965
38 H 2.781 -2.050 -1.472
39 H 3.551 -3.440 -1.994
40 H 3.456 -1.969 -3.808
41 H 5.138 -1.970 -3.241
42 H 2.987 0.145 -2.959
43 H 4.732 0.394 -3.184
44 F -8.270 2.702 -2.886
45 C -8.076 2.550 -1.556
46 F -7.837 3.759 -1.050
47 F -9.257 2.130 -1.049
48 C -6.992 1.546 -1.284
49 C -7.313 0.206 -1.425
50 C -6.359 -0.780 -1.227
51 C -5.080 -0.381 -0.893
52 N -4.769 0.904 -0.768
53 C -5.678 1.896 -0.943
54 S -4.940 3.434 -0.683
55 H -8.328 -0.065 -1.686
56 H -6.597 -1.828 -1.327
57 H -4.275 -1.084 -0.723
58 F 0.577 -1.912 0.523
59 B 0.202 -1.649 -0.799
60 F -0.663 -0.572 -0.875
61 F 1.449 -1.290 -1.513
62 F -0.283 -2.788 -1.421